No. 1
A 12-piece molecular cluster, C26H75NO12 overall at a distorted geometry, computed with ωB97M-V/def2-TZVPD.

XYZ file:
```
114
C26H75NO12 (ωB97M-V/def2-TZVPD)
C 37.31104 -19.29702 -17.47482
C 37.99301 -20.70658 -17.60415
C 39.54942 -20.46827 -17.71894
C 37.72648 -21.48833 -16.25993
C 36.40018 -22.24621 -16.13193
C 36.15795 -22.97047 -17.47786
C 36.19276 -22.10103 -18.77004
C 36.22120 -23.12168 -19.94722
C 34.89194 -21.19209 -18.84664
N 37.53021 -21.45138 -18.82019
O 37.72856 -20.76455 -20.05209
H 37.27563 -18.87883 -18.48078
H 36.26844 -19.33283 -17.15892
H 37.78019 -18.44100 -16.98983
H 39.93039 -19.81276 -16.93583
H 40.17036 -21.36385 -17.74039
H 39.79176 -19.95583 -18.64995
H 38.62107 -22.05806 -16.00846
H 37.69457 -20.81582 -15.40271
H 36.43405 -22.97804 -15.32486
H 35.58039 -21.55047 -15.95307
H 35.15837 -23.40128 -17.41993
H 36.82920 -23.81860 -17.61280
H 35.41836 -23.85855 -19.92338
H 37.10995 -23.75228 -19.92326
H 36.05424 -22.66863 -20.92445
H 34.68631 -20.63124 -17.93489
H 34.00094 -21.74402 -19.14595
H 35.10019 -20.42939 -19.59697
H 38.48504 -21.21974 -20.42910
C 40.40585 -15.48960 -10.08129
C 39.24539 -14.75769 -9.41846
O 39.70126 -14.17206 -8.17939
H 40.73278 -16.33687 -9.47850
H 41.30046 -14.90069 -10.28370
H 40.10556 -15.98932 -11.00227
H 38.40132 -15.39228 -9.14839
H 38.83894 -14.03321 -10.12418
H 39.62005 -14.82568 -7.48097
C 27.82918 -19.16713 -2.42309
C 28.90335 -19.40003 -3.46405
O 28.76535 -18.34701 -4.37989
H 27.85049 -20.00745 -1.72918
H 26.84165 -19.08433 -2.87700
H 28.02111 -18.25226 -1.86249
H 28.84669 -20.29689 -4.08091
H 29.87270 -19.38121 -2.96594
H 29.03119 -17.51555 -3.98039
C 25.78614 -13.51234 -14.05956
C 25.56273 -13.87751 -15.48873
O 26.17682 -15.09322 -15.88670
H 25.14975 -14.13408 -13.42983
H 25.44230 -12.49919 -13.85126
H 26.84226 -13.60807 -13.80744
H 26.13278 -13.09742 -15.99332
H 24.51177 -13.77444 -15.75887
H 26.31858 -15.09197 -16.83616
C 31.73855 -11.71902 -18.63245
C 32.28230 -13.05937 -19.09881
O 32.14732 -13.22112 -20.51256
H 31.67628 -11.87312 -17.55519
H 30.81925 -11.38258 -19.11182
H 32.50408 -10.95936 -18.79053
H 31.86165 -13.89793 -18.54385
H 33.33167 -13.07980 -18.80467
H 32.94616 -13.59195 -20.89457
C 34.61155 -8.18492 -4.70850
C 35.67722 -8.93608 -5.49000
O 35.37747 -10.31672 -5.38323
H 34.61652 -8.37855 -3.63585
H 33.62329 -8.50389 -5.03974
H 34.62906 -7.09992 -4.81134
H 36.71851 -8.70470 -5.26577
H 35.60459 -8.64120 -6.53683
H 36.04723 -10.74351 -5.92256
C 31.07182 -13.74735 -0.40398
C 30.54625 -12.96709 -1.59113
O 31.04252 -13.57285 -2.74360
H 30.95123 -14.82239 -0.53758
H 30.53336 -13.37728 0.46849
H 32.10088 -13.47183 -0.17330
H 30.81235 -11.91028 -1.61248
H 29.46070 -13.04017 -1.52517
H 31.76876 -13.01153 -3.02485
C 30.84180 -9.21835 -10.10719
O 31.97423 -9.61109 -10.92327
H 30.08349 -8.83790 -10.79154
H 30.35930 -10.04750 -9.58970
H 31.12626 -8.42490 -9.41610
H 31.96618 -10.56480 -11.03269
C 24.55275 -14.20876 -6.34960
O 23.52033 -14.84805 -6.97475
H 24.40779 -13.12845 -6.34559
H 24.64864 -14.48743 -5.30019
H 25.44689 -14.35965 -6.95445
H 23.86045 -15.69273 -7.27880
C 36.45893 -16.98624 -3.90773
O 37.90328 -17.26384 -3.95854
H 36.23552 -16.03342 -3.42781
H 36.05490 -17.08875 -4.91488
H 35.96558 -17.71457 -3.26412
H 38.08975 -18.06642 -4.45117
C 32.28289 -15.23712 -9.88615
O 32.68692 -15.00674 -11.21822
H 32.44824 -16.25119 -9.52224
H 32.80004 -14.62298 -9.14894
H 31.22233 -14.99527 -9.95554
H 32.26673 -15.63715 -11.80781
C 29.12842 -19.70221 -12.93288
O 29.78650 -18.99539 -13.92366
H 28.40047 -19.13905 -12.34889
H 28.51502 -20.51345 -13.32496
H 29.87489 -20.17549 -12.29499
H 29.12073 -18.64414 -14.51945
```

Summary:
- Relative energy (zero: lowest compared OMol25 entry of this formula, charge and spin): 4.3498 eV
- HOMO-LUMO gap: 8.60 eV
- E_LUMO: 0.1 eV


No. 2
BaH18O9 as an isolated structure at a distorted geometry, computed with ωB97M-V/def2-TZVPD.

XYZ file:
```
28
BaH18O9 (ωB97M-V/def2-TZVPD)
Ba 0.17629 0.44482 -0.26811
O 2.21429 -1.40518 -0.59711
H 1.97429 -2.27318 -0.28711
H 2.80329 -1.58618 -1.31311
O -0.02471 -2.08118 1.17689
H 0.70729 -2.17918 1.77689
H -0.71571 -2.70618 1.36189
O 2.83329 1.59582 -0.54211
H 3.38729 0.79582 -0.47211
H 3.04429 1.85982 -1.44211
O -1.34271 2.75682 0.04889
H -1.14171 3.41482 0.74489
H -2.31271 2.69982 0.01589
O -1.09971 0.94982 2.29289
H -0.45871 0.98082 2.99689
H -1.38071 1.80482 2.02089
O -2.52671 -0.42018 0.13489
H -3.35271 -0.52918 -0.30511
H -2.82071 -0.50318 1.07589
O -1.46271 0.72282 -2.47111
H -1.33371 0.10782 -3.16811
H -2.28271 1.19582 -2.50111
O -0.77071 -1.95518 -1.51811
H -0.11671 -2.16418 -2.17011
H -1.55471 -1.79818 -2.01611
O 2.18629 0.28882 1.71989
H 2.34629 -0.65718 1.71589
H 3.02529 0.63982 1.98889
```

Summary:
- Relative energy (zero: lowest compared OMol25 entry of this formula, charge and spin): 1.1875 eV
- Charge: +2
- HOMO-LUMO gap: 12.41 eV
- E_LUMO: -6.3 eV


No. 3
C14H14N4PPdSe5Te as an isolated structure at a distorted geometry, computed with ωB97M-V/def2-TZVPD.

XYZ file:
```
40
C14H14N4PPdSe5Te (ωB97M-V/def2-TZVPD)
Pd -2.95829 0.57885 0.09284
Se 1.39110 1.13789 -0.01613
P 0.68419 -0.85434 0.02710
Se -1.43861 -1.18633 0.02922
C 1.34287 -1.76161 1.48129
C 2.64084 -1.48149 1.90317
C 3.13358 -2.05200 3.06434
C 2.33372 -2.90190 3.81577
C 1.04904 -3.20030 3.39158
C 0.55688 -2.63284 2.22428
C 1.33391 -1.76887 -1.42813
C 0.53501 -2.60021 -2.20180
C 1.02096 -3.13432 -3.38777
C 2.30867 -2.83728 -3.80261
C 3.12227 -2.02930 -3.01968
C 2.63854 -1.49847 -1.83674
H 3.25179 -0.79884 1.32582
H 4.13987 -1.81981 3.39169
H 2.71327 -3.33285 4.73419
H 0.41357 -3.86053 3.96758
H -0.45230 -2.87612 1.91585
H -0.47968 -2.83529 -1.90427
H 0.37688 -3.76483 -3.98697
H 2.68040 -3.23513 -4.73895
H 4.13032 -1.79486 -3.33981
H 3.26005 -0.84937 -1.23311
Se -4.68106 2.11874 -0.49382
Se -6.69551 1.50069 0.22304
Te -6.39661 -1.24803 -0.28078
Se -3.89434 -1.39886 -0.10002
N -1.23811 6.72603 0.40997
C -1.67727 5.49313 0.06393
N -2.52038 5.37301 -0.98185
N -1.20084 4.49377 0.73563
C -1.51170 3.24655 0.59462
N -1.67883 2.10274 0.63200
H -1.65454 7.56054 0.04390
H -0.67542 6.78087 1.23923
H -2.97894 6.17302 -1.37768
H -2.92527 4.46797 -1.17695
```

Summary:
- Relative energy (zero: lowest compared OMol25 entry of this formula, charge and spin): 2.1338 eV
- Charge: -1
- HOMO-LUMO gap: 5.43 eV
- E_LUMO: 2.0 eV


No. 4
One molecule with the formula C6H10, computed with ωB97M-V/def2-TZVPD.

XYZ file:
```
16
C6H10 (ωB97M-V/def2-TZVPD)
C -1.02103 1.32026 -1.91482
C -1.29368 0.41744 -1.16806
C -1.32109 -0.61431 -0.13346
C 0.02372 -0.52985 0.64474
C 1.24991 -0.80849 -0.23867
C 0.24021 0.82759 1.33369
H -0.78303 2.12302 -2.57263
H -1.46911 -1.60747 -0.58507
H -2.18300 -0.46834 0.53525
H -0.02731 -1.30486 1.41909
H 2.13081 -0.97228 0.39302
H 1.47219 0.04809 -0.88677
H 1.12684 -1.68667 -0.88150
H -0.64137 1.18286 1.87805
H 1.06885 0.74997 2.04722
H 0.51357 1.60152 0.60608
```

Summary:
- Relative energy (zero: lowest compared OMol25 entry of this formula, charge and spin): 1.4797 eV
- HOMO-LUMO gap: 11.01 eV
- E_LUMO: 1.1 eV


Which value of HOMO-LUMO gap does entry 2 give? 12.41 eV


Copy entry 4 word for word.
One molecule with the formula C6H10, computed with ωB97M-V/def2-TZVPD.

XYZ file:
```
16
C6H10 (ωB97M-V/def2-TZVPD)
C -1.02103 1.32026 -1.91482
C -1.29368 0.41744 -1.16806
C -1.32109 -0.61431 -0.13346
C 0.02372 -0.52985 0.64474
C 1.24991 -0.80849 -0.23867
C 0.24021 0.82759 1.33369
H -0.78303 2.12302 -2.57263
H -1.46911 -1.60747 -0.58507
H -2.18300 -0.46834 0.53525
H -0.02731 -1.30486 1.41909
H 2.13081 -0.97228 0.39302
H 1.47219 0.04809 -0.88677
H 1.12684 -1.68667 -0.88150
H -0.64137 1.18286 1.87805
H 1.06885 0.74997 2.04722
H 0.51357 1.60152 0.60608
```

Summary:
- Relative energy (zero: lowest compared OMol25 entry of this formula, charge and spin): 1.4797 eV
- HOMO-LUMO gap: 11.01 eV
- E_LUMO: 1.1 eV


Among the records above, which one has the highest HOMO-LUMO gap? BaH18O9


Which of these has the highest E_LUMO? C14H14N4PPdSe5Te